Record 1
Molecular formula: C8H19N8O4PPtS
Method: DFT, the ωB97M-V functional and the def2-TZVPD basis

```
! wB97M-V def2-TZVPD RIJCOSX def2/J DEFGRID3
* xyz 2 1
Pt 0.4637 0.1514 0.8703
N 2.5744 -0.3249 -0.5206
N 2.3163 -0.8198 -1.7967
C 1.0753 -0.7463 -2.3295
N 0.9075 -1.1544 -3.5746
N 0.1441 -0.2770 -1.4946
N -1.1137 -0.0394 -1.9507
O -1.4407 -0.1908 -3.1149
O -1.9017 0.3384 -1.0876
H 3.1187 0.5270 -0.5852
H 3.0790 -1.0088 0.0284
H 3.0753 -1.1818 -2.3505
H 1.6706 -1.5022 -4.1324
H -0.0030 -1.0480 -3.9931
S -0.7550 0.1280 2.7949
C -0.4282 -1.5613 2.6397
C -0.9075 -2.6101 3.4088
C -0.5041 -3.8848 3.0713
C 0.3586 -4.0789 1.9869
C 0.7872 -2.9892 1.2737
N 0.3945 -1.7465 1.5996
H -1.5782 -2.4156 4.2345
H -0.8585 -4.7359 3.6403
H 0.6924 -5.0675 1.7030
H 1.4592 -3.0951 0.4310
N 1.6799 4.5613 1.6749
C 0.2621 4.7794 1.1802
P -0.2916 3.2541 0.2737
O -0.3714 3.4484 -1.1932
O 0.7006 2.2614 0.8979
C -2.0452 2.9909 0.7992
N -2.8667 2.8592 -0.4582
H 2.3673 4.9129 1.0099
H 1.7963 3.5374 1.7248
H 1.8598 4.9877 2.5821
H 0.2274 5.6487 0.5284
H -0.3706 4.9567 2.0476
H -2.3988 3.8554 1.3587
H -2.1443 2.0951 1.4098
H -2.8509 1.8825 -0.7844
H -2.3819 3.3818 -1.2018
H -3.8282 3.1723 -0.3449
*
```

- HOMO-LUMO gap (eV) = 7.5
- LUMO level (eV) = -5.46
- energy relative to the best compared isomer or geometry (same formula, charge and spin) (kcal/mol) = 7.7
- calculated total energy (Eh) = -1913.56394

=====

Record 2
Molecular formula: C18H78N2O23
Method: DFT, the ωB97M-V functional and the def2-TZVPD basis

```
! wB97M-V def2-TZVPD RIJCOSX def2/J DEFGRID3
* xyz -2 1
C -1.9226 0.8087 2.9381
C -0.8477 -0.1511 2.4152
C -1.6068 -1.0877 1.4345
C -0.7979 -1.8821 0.3886
C 0.2341 -1.0170 -0.2649
C 1.1135 -0.1897 0.7300
N 0.2358 0.5292 1.6156
O 0.8944 1.6235 2.3222
C 2.0562 0.6803 -0.1215
C 2.0546 -1.2012 1.4820
C -0.3138 -1.0712 3.5770
H -2.3132 1.4671 2.1588
H -1.4772 1.5383 3.6155
H -2.7440 0.2023 3.3212
H -2.3831 -0.5440 0.8871
H -2.1296 -1.8411 2.0291
H -1.4557 -2.4568 -0.2616
H -0.2938 -2.5692 1.0746
H -0.2267 -0.3634 -1.0104
H 0.7780 -1.7393 -0.8828
H 2.4483 0.1827 -1.0100
H 2.9292 0.9023 0.4990
H 1.7259 1.6652 -0.4497
H 2.5638 -0.7117 2.3137
H 2.6925 -1.6719 0.7324
H 1.5462 -2.0167 2.0006
H 0.7492 -0.9177 3.7506
H -0.4440 -2.1306 3.3591
H -0.8804 -0.9153 4.4962
C -2.2261 1.3123 -3.0051
C -1.2114 1.8499 -4.1029
C 0.2029 1.3698 -3.7408
C 0.3621 -0.1241 -3.8664
C 0.0250 -0.5061 -5.2908
C -1.3953 -0.0728 -5.8331
N -1.5839 1.3340 -5.4303
O -2.7546 1.9791 -5.9389
C -2.3785 -1.1219 -5.2039
C -1.3917 -0.2057 -7.3858
C -1.1542 3.3774 -3.9620
H -2.1955 2.0379 -2.1881
H -1.9370 0.3607 -2.5556
H -3.2364 1.2690 -3.4116
H 0.4627 1.7520 -2.7506
H 0.8862 1.7266 -4.5157
H -0.1174 -0.7054 -3.0802
H 1.4449 -0.2003 -3.7198
H 0.1213 -1.5972 -5.3409
H 0.7900 -0.2312 -6.0216
H -3.3897 -0.7123 -5.1742
H -2.0473 -1.2769 -4.1740
H -2.3490 -2.1248 -5.6342
H -0.8781 -1.0896 -7.7706
H -0.9249 0.6299 -7.9120
H -2.4069 -0.1567 -7.7833
H -0.8076 3.6770 -2.9694
H -2.1342 3.8331 -4.0989
H -0.4016 3.8033 -4.6281
O 4.1621 0.7714 -3.0382
H 3.6309 1.5655 -2.9057
H 3.7631 0.3375 -3.7975
O 3.7041 -3.4190 -2.2329
H 3.5895 -2.6630 -1.6468
H 2.8259 -3.5948 -2.5808
O 5.9111 2.6736 -0.9350
H 5.4498 3.2224 -1.5781
H 5.2105 2.2332 -0.4463
O -4.0815 -1.3410 -2.0477
H -4.1194 -0.8067 -2.8480
H -3.3938 -0.9280 -1.5159
O 0.9782 -4.6257 5.0381
H 1.9319 -4.5473 5.1284
H 0.6282 -3.9149 5.5914
O 1.7033 4.2203 -0.6203
H 1.4593 5.0859 -0.2858
H 0.8645 3.7245 -0.6502
O -3.4055 4.4319 5.0051
H -2.8697 3.8381 4.4670
H -4.1033 3.8760 5.3599
O -1.2099 1.2680 7.1504
H -0.8435 1.0490 6.2830
H -1.9990 0.7264 7.2256
O 3.9431 2.2101 2.8897
H 3.0350 1.8783 2.8231
H 3.9774 2.9462 2.2741
O -0.8660 3.7554 2.7787
H -0.1077 3.1938 2.9968
H -1.1811 3.4085 1.9387
O -0.5789 2.8490 -0.0955
H -0.0305 2.2785 0.4697
H -0.8981 2.2637 -0.7902
O 5.0953 -1.0056 -0.4980
H 4.4202 -0.6883 0.1088
H 4.8819 -0.5858 -1.3403
O -5.5759 0.9874 1.6517
H -6.3699 1.3880 2.0142
H -4.8921 1.1686 2.3031
O -3.0848 -3.9519 -1.9289
H -3.5480 -3.1109 -2.0682
H -3.0073 -4.3351 -2.8067
O -0.2540 -2.4483 6.6386
H -1.1395 -2.1015 6.7687
H 0.3284 -1.7106 6.8480
O -1.5527 -5.6061 -0.2808
H -2.0577 -5.1257 -0.9528
H -0.6418 -5.5725 -0.5827
O 4.0951 0.1471 4.5796
H 3.1706 -0.0567 4.7447
H 4.0762 0.8814 3.9410
O 0.9455 1.2319 5.2576
H 1.0974 1.2351 4.2965
H 0.5730 2.0985 5.4442
O 0.8009 -5.2937 2.2318
H 1.7059 -5.1453 2.5154
H 0.6008 -4.5492 1.6587
O -1.5988 -4.5009 4.0375
H -1.6390 -3.5447 3.9606
H -2.4912 -4.7968 3.8367
O 3.4451 3.7104 -2.6365
H 3.0355 4.5149 -2.9601
H 2.9418 3.4906 -1.8385
*
```

- HOMO-LUMO gap (eV) = 3.8
- LUMO level (eV) = 3.20
- calculated total energy (Eh) = -2572.56535

=====

- What is the formula in the first record?
  C8H19N8O4PPtS